Record 1
Here is a cluster of 10 separate species, C41H71ClN13O4 in total from the OMol25 dataset. Energies are from ωB97M-V/def2-TZVPD.

```
130
Properties=species:S:1:pos:R:3:lowdin_charge:R:1
C 4.6190 3.7612 3.9116 0.00
C 4.2529 2.7728 2.7462 -0.43
O 4.1542 1.5804 3.0365 0.06
N 4.0738 3.2030 1.3306 -0.14
C 5.0267 2.3506 0.5665 -0.08
C 2.6526 2.9071 1.0124 -0.20
C 2.1538 3.4522 -0.3875 -0.15
C 2.4566 2.5176 -1.6344 -0.14
C 1.3284 1.4505 -1.9493 -0.10
N 1.1966 0.3404 -0.9466 -0.23
O 2.4336 -0.0888 -0.4743 0.05
C 0.7271 -0.9289 -1.6576 -0.03
C 0.0409 -1.8266 -0.5050 -0.22
N 0.5048 -3.2277 -0.4633 -0.10
C 0.4900 -3.8684 -1.8148 -0.06
C -0.3161 -4.0765 0.4055 -0.44
C -1.8896 -4.0574 0.5049 0.00
O 0.2764 -4.8603 1.1391 0.08
C 0.1308 -0.9264 0.8178 -0.15
C -0.9244 -1.1434 1.9729 -0.15
C -0.5602 -0.2923 3.2906 -0.21
C 0.6073 -0.9933 4.1017 -0.17
C 0.1901 -2.3752 4.7782 -0.23
O -1.2206 -2.6569 4.7320 -0.10
C 0.1168 0.5145 0.0940 -0.14
C -1.3565 0.7148 -0.5057 -0.16
C -2.0636 2.0469 0.0136 -0.64
C -3.4319 2.1610 -0.8264 -0.12
Cl -2.5397 1.9281 1.7693 0.65
H 4.4899 3.2153 4.8944 0.10
H 5.7365 3.9634 3.8296 0.10
H 3.9990 4.6982 3.8707 0.08
H 6.0422 2.3590 1.0474 0.11
H 4.6428 1.2843 0.4667 0.09
H 5.1234 2.8044 -0.4682 0.09
H 2.4467 1.8033 1.1860 0.11
H 2.0343 3.4507 1.8043 0.13
H 1.0205 3.5554 -0.3097 0.10
H 2.5316 4.5035 -0.5731 0.12
H 2.5020 3.2015 -2.5443 0.14
H 3.4472 1.9852 -1.6068 0.09
H 0.3793 2.0165 -2.1592 0.11
H 1.6212 0.9564 -2.9341 0.15
H 3.0658 -0.1405 -1.2187 0.15
H 0.0844 -0.5975 -2.5205 0.13
H 1.5910 -1.4405 -2.1825 0.15
H -1.0098 -1.9403 -0.9505 0.13
H 0.0794 -4.9238 -1.7598 0.09
H -0.2058 -3.3166 -2.5287 0.10
H 1.5561 -3.9782 -2.2240 0.07
H -2.3147 -5.0525 0.1749 0.10
H -2.1482 -3.8343 1.5873 0.09
H -2.3977 -3.2633 -0.1122 0.07
H 1.1013 -1.2216 1.3359 0.15
H -1.9837 -0.8675 1.7095 0.10
H -0.8912 -2.2273 2.2775 0.09
H -1.4874 -0.1678 3.9343 0.11
H -0.2630 0.7432 2.9486 0.07
H 1.4866 -1.1958 3.4247 0.10
H 0.9732 -0.2281 4.8615 0.12
H 0.8270 -3.1816 4.3200 0.12
H 0.4636 -2.2901 5.8792 0.12
H -1.6575 -2.3875 5.5561 0.10
H 0.2744 1.3508 0.8465 0.15
H -2.0550 -0.1339 -0.2747 0.11
H -1.3461 0.8128 -1.6407 0.09
H -1.4075 2.9467 -0.1800 0.10
H -4.2995 2.4175 -0.1613 0.07
H -3.6420 1.1370 -1.2734 0.08
H -3.3620 2.8718 -1.6940 0.04
C 4.6009 -5.0705 -1.2144 -0.06
C 3.8241 -5.1653 -2.4797 -0.25
N 3.2183 -5.2462 -3.4932 0.13
H 5.6072 -5.4607 -1.3681 0.08
H 4.6665 -4.0298 -0.8968 0.08
H 4.1084 -5.6508 -0.4337 0.08
C 1.3978 6.5492 1.9128 -0.06
C 0.6560 6.4502 0.6271 -0.27
N 0.0811 6.3710 -0.3722 0.13
H 2.4087 6.1576 1.7883 0.07
H 1.4552 7.5912 2.2276 0.09
H 0.8835 5.9723 2.6821 0.08
C 0.1452 -7.5983 -3.7936 -0.07
C -0.7512 -6.4088 -3.8454 -0.20
N -1.4929 -5.4717 -3.9085 0.00
H 0.2141 -8.0517 -4.7832 0.08
H 1.1428 -7.2984 -3.4697 0.05
H -0.2510 -8.3364 -3.0924 0.07
C -2.8028 0.3189 -4.8008 -0.04
C -2.0712 1.5020 -4.2733 -0.25
N -1.5049 2.4241 -3.8654 0.14
H -2.5621 0.1744 -5.8541 0.09
H -2.5156 -0.5738 -4.2436 0.07
H -3.8773 0.4733 -4.6982 0.09
C -5.8164 -4.9420 -3.7701 -0.06
C -4.3710 -5.2871 -3.8804 -0.14
N -3.2380 -5.5495 -3.9713 0.07
H -6.0533 -4.6578 -2.7441 0.08
H -6.0513 -4.1090 -4.4336 0.08
H -6.4231 -5.8027 -4.0504 0.08
C 2.1804 -5.7124 6.2755 -0.08
C 2.9164 -4.5286 6.7975 -0.28
N 3.4871 -3.6089 7.2022 0.11
H 2.4205 -5.8638 5.2228 0.08
H 2.4634 -6.6018 6.8363 0.04
H 1.1064 -5.5560 6.3765 0.08
C -3.7542 6.2373 -2.1972 -0.05
C -4.5593 5.1066 -2.7469 -0.27
N -5.1903 4.2292 -3.1820 0.12
H -2.9999 5.8526 -1.5099 0.07
H -3.2589 6.7696 -3.0102 0.07
H -4.4027 6.9316 -1.6622 0.07
C -3.9752 6.9367 -6.6525 -0.06
C -3.2300 8.1228 -6.1224 -0.27
N -2.6527 9.0396 -5.7089 0.11
H -3.7344 6.7859 -7.7048 0.08
H -3.6980 6.0449 -6.0896 0.07
H -5.0485 7.0991 -6.5541 0.08
C -3.0933 10.6095 -1.6243 -0.06
C -3.1434 9.7383 -0.4083 -0.26
N -3.1848 9.0551 0.5412 0.11
H -3.4149 11.6183 -1.3656 0.08
H -2.0753 10.6489 -2.0118 0.08
H -3.7526 10.2135 -2.3968 0.07
C 3.0678 -9.9837 7.5116 -0.06
C 1.7783 -9.2974 7.2287 -0.27
N 0.7768 -8.7643 7.0095 0.13
H 2.8780 -10.9492 7.9804 0.08
H 3.6157 -10.1401 6.5824 0.08
H 3.6721 -9.3740 8.1837 0.08
```

Computed properties:
E_LUMO, eV: -2.3
Largest force on an atom, eV Å⁻¹: 9.95
2S+1: 1
Total energy, Eh: -3077.190654
Total charge: +1
M, g mol⁻¹: 845.56

***

Record 2
Here is a cluster of 9 separate species, C41H71N3O12 in total from the OMol25 dataset. Energies are from ωB97M-V/def2-TZVPD.

```
127
Properties=species:S:1:pos:R:3:lowdin_charge:R:1
C 0.6701 -0.0170 5.3583 -0.13
O 0.2814 1.3899 5.5067 -0.23
C -0.0047 1.8297 4.1270 -0.19
C 0.6139 3.3145 3.8804 -0.12
C -0.1798 4.1593 2.7706 -0.14
N 0.1172 3.7892 1.3489 -0.01
C 1.2972 2.9748 1.0658 -0.31
O 2.4782 3.3820 1.0456 0.07
C 0.6941 1.5307 0.7492 0.01
C 1.3637 0.1462 0.6395 -0.12
C 2.9328 -0.0299 0.8431 -0.14
C 3.8021 0.1493 -0.4833 -0.17
N 3.4730 -0.2520 -1.6885 0.07
C 0.4548 -1.1037 0.3542 0.02
C -1.0864 -0.8835 0.2070 0.01
C -1.7346 0.5237 0.3170 -0.10
C -3.3176 0.7969 0.2076 -0.08
C -3.8333 0.9581 1.7509 -0.33
O -3.8944 2.3530 2.1684 -0.08
C -5.2078 0.1485 2.0172 -0.19
N -6.3691 1.0997 1.9238 -0.02
C -0.8358 1.7513 0.5872 0.02
C -1.1521 3.3036 0.7462 -0.29
O -2.1569 3.9795 0.4271 0.08
H 1.6957 -0.1218 4.8301 0.10
H 0.7750 -0.5519 6.3584 0.09
H -0.0975 -0.5932 4.7208 0.10
H -1.1516 1.8547 3.9663 0.13
H 0.5258 1.0820 3.4508 0.09
H 1.7534 3.2967 3.7461 0.12
H 0.4418 3.8594 4.8849 0.10
H -1.3108 3.9707 2.9248 0.12
H -0.0416 5.2846 2.9576 0.13
H 3.2661 0.7974 1.5750 0.11
H 3.1450 -1.0224 1.3927 0.13
H 4.8329 0.6470 -0.3574 0.12
H 2.5383 -0.6934 -1.6157 0.05
H 0.8736 -2.1703 0.2869 0.10
H -1.8166 -1.7547 0.0301 0.11
H -3.8359 -0.0652 -0.3300 0.11
H -3.4675 1.8054 -0.3131 0.12
H -3.0272 0.4734 2.4244 0.14
H -3.3664 2.4129 2.9955 0.09
H -5.3041 -0.7613 1.3371 0.12
H -5.1572 -0.2332 3.0985 0.12
H -6.3124 1.6897 2.7742 0.09
H -6.1743 1.7149 1.1125 0.07
C 4.2651 -4.0190 -1.9203 -0.02
C 4.7638 -4.2808 -0.5239 -0.49
O 4.1338 -3.9121 0.4519 0.05
C 6.0693 -5.0150 -0.3819 -0.03
H 3.3148 -3.4823 -1.8696 0.06
H 4.9863 -3.4038 -2.4627 0.09
H 4.1056 -4.9652 -2.4420 0.09
H 6.8704 -4.4439 -0.8571 0.09
H 5.9911 -6.0073 -0.8356 0.05
H 6.3043 -5.1328 0.6784 0.09
C -0.0569 -2.4713 -3.4839 -0.02
C 0.2216 -3.7075 -2.6709 -0.50
O 0.3765 -3.6491 -1.4648 0.04
C 0.3012 -5.0183 -3.4069 -0.02
H -0.0863 -1.6020 -2.8226 0.07
H 0.7362 -2.3243 -4.2205 0.09
H -1.0239 -2.5645 -3.9828 0.09
H 1.1101 -4.9845 -4.1399 0.09
H -0.6499 -5.2249 -3.9023 0.09
H 0.5068 -5.8209 -2.6953 0.09
C 4.2230 1.3603 -3.8110 -0.06
C 4.2678 1.7882 -5.2538 -0.49
O 4.4110 0.9761 -6.1515 0.03
C 4.1288 3.2596 -5.5462 -0.02
H 4.3353 0.2791 -3.7513 0.05
H 5.0419 1.8280 -3.2595 0.09
H 3.2637 1.6371 -3.3711 0.08
H 4.9429 3.8114 -5.0714 0.09
H 3.1645 3.6211 -5.1830 0.09
H 4.1792 3.4213 -6.6254 0.08
C 6.0983 1.4991 -8.3871 -0.04
C 6.4303 2.2783 -9.6313 -0.50
O 6.7529 3.4512 -9.5769 0.05
C 6.3479 1.5507 -10.9477 -0.03
H 6.1996 2.1482 -7.5164 0.07
H 5.0697 1.1399 -8.4369 0.08
H 6.7880 0.6590 -8.2797 0.09
H 5.3291 1.1932 -11.1117 0.08
H 7.0483 0.7128 -10.9538 0.08
H 6.6133 2.2348 -11.7567 0.08
C 8.6849 -8.6379 -2.4450 -0.02
C 8.0819 -8.1448 -1.1568 -0.48
O 6.9511 -7.6953 -1.1190 0.04
C 8.9314 -8.2288 0.0831 -0.02
H 7.9608 -8.5166 -3.2534 0.08
H 9.5776 -8.0561 -2.6844 0.09
H 8.9363 -9.6969 -2.3562 0.09
H 9.8350 -7.6287 -0.0440 0.09
H 9.1938 -9.2696 0.2842 0.09
H 8.3690 -7.8389 0.9342 0.08
C -8.8366 -0.2257 3.1891 -0.06
C -8.9638 -1.7238 3.1198 -0.50
O -8.3968 -2.3690 2.2555 0.05
C -9.8202 -2.3973 4.1611 -0.03
H -8.1907 0.1199 2.3785 0.03
H -9.8189 0.2360 3.0756 0.08
H -8.3883 0.0652 4.1427 0.09
H -10.8469 -2.0317 4.0910 0.08
H -9.4165 -2.2025 5.1570 0.08
H -9.8202 -3.4760 3.9882 0.08
C -1.3885 4.2437 7.6627 -0.01
C -1.7328 5.2975 6.6437 -0.48
O -1.3745 5.1965 5.4845 0.05
C -2.5367 6.4805 7.1135 -0.02
H -0.8078 3.4517 7.1834 0.07
H -0.7885 4.6824 8.4628 0.09
H -2.3033 3.8087 8.0709 0.09
H -1.9878 7.0186 7.8891 0.09
H -3.5025 6.1449 7.4972 0.09
H -2.7097 7.1570 6.2737 0.08
C -11.0071 3.4531 0.9186 -0.02
C -9.6724 2.7676 0.7882 -0.48
O -9.2301 2.0694 1.6810 0.05
C -8.9064 2.9802 -0.4907 -0.02
H -11.4449 3.2109 1.8893 0.08
H -10.8771 4.5355 0.8534 0.09
H -11.6820 3.1052 0.1335 0.09
H -8.6831 4.0416 -0.6184 0.09
H -9.4880 2.6113 -1.3383 0.09
H -7.9657 2.4275 -0.4449 0.07
```

Computed properties:
E_LUMO, eV: -0.7
SMILES: [H]/N=C\Cc1ccc(C[C@@H](O)CN)c2c1C(=O)N(CCCOC)C2=O.CC(C)=O.CC(C)=O.CC(C)=O.CC(C)=O.CC(C)=O.CC(C)=O.CC(C)=O.CC(C)=O
Largest force on an atom, eV Å⁻¹: 5.06
2S+1: 1
Total energy, Eh: -2671.700999
Energy relative to the best compared isomer or geometry (same formula, charge and spin), kcal/mol: 166.3
M, g mol⁻¹: 798.03

***

Record 3
Here is a cluster of 7 separate species, C41H80BNO6P in total from the OMol25 dataset. Energies are from ωB97M-V/def2-TZVPD.

```
130
Properties=species:S:1:pos:R:3:lowdin_charge:R:1
C 2.1529 -0.1122 0.3169 -0.16
C 1.8878 -0.6753 -1.0952 -0.21
B 0.3234 -1.0773 -1.4610 -0.78
C 0.3350 -2.3014 -2.5972 -0.19
C 0.9754 -3.6067 -2.1479 -0.22
C 1.5593 -4.4497 -3.3206 -0.20
C 3.0904 -4.3853 -3.4077 -0.21
C 3.5989 -3.3226 -4.3874 -0.28
N 4.8979 -2.7347 -3.9895 -0.02
C -0.4340 0.1964 -2.2452 -0.12
C -0.9785 1.3064 -1.4071 -0.20
C -2.2989 1.1984 -0.9427 -0.07
C -2.9003 2.1704 -0.1499 -0.12
C -2.1912 3.3138 0.2164 -0.12
C -0.8834 3.4388 -0.2397 -0.07
C -0.2757 2.4637 -1.0417 -0.22
C 1.1426 2.7233 -1.4809 -0.05
P -0.7123 -1.6327 0.1281 0.96
C 0.2828 -2.8196 1.1581 -0.32
C -2.0964 -2.7254 -0.4656 -0.30
H 2.3400 -0.9198 1.0230 0.05
H 1.3046 0.4523 0.6972 0.05
H 3.0509 0.5095 0.3323 0.05
H 2.5907 -1.4979 -1.2668 0.07
H 2.1768 0.1021 -1.8043 0.06
H -0.7017 -2.4713 -2.8994 0.06
H 0.8449 -1.8944 -3.4805 0.09
H 0.2199 -4.2147 -1.6613 0.09
H 1.7977 -3.4163 -1.4646 0.07
H 1.1669 -4.0320 -4.2475 0.09
H 1.1984 -5.4764 -3.2982 0.09
H 3.5195 -4.1806 -2.4313 0.10
H 3.4606 -5.3529 -3.7498 0.09
H 2.9084 -2.4887 -4.4635 0.08
H 3.7612 -3.7306 -5.3813 0.10
H 5.5154 -3.4669 -3.6636 0.05
H 4.7582 -2.1090 -3.2053 0.05
H -1.2990 -0.2342 -2.7591 0.09
H 0.2189 0.5662 -3.0340 0.08
H -2.8884 0.3252 -1.1831 0.10
H -3.9182 2.0572 0.1962 0.09
H -2.6387 4.0856 0.8227 0.08
H -0.3251 4.3273 0.0276 0.10
H 1.8478 2.5044 -0.6860 0.07
H 1.4111 2.2047 -2.3930 0.06
H 1.2466 3.7918 -1.6839 0.07
H 1.2353 -3.1024 0.7100 0.01
H 0.5042 -2.3674 2.1214 0.00
H -0.2733 -3.7328 1.3660 0.02
H -2.5065 -2.3196 -1.3795 0.00
H -1.7194 -3.7362 -0.6231 0.02
H -2.8382 -2.7947 0.3252 0.01
C -2.9485 1.0968 3.7086 -0.16
C -1.8331 0.5730 4.6042 -0.17
C -2.0665 -0.9280 4.5392 -0.21
O -2.6181 -1.1973 3.2527 -0.15
C -2.9957 0.0330 2.6192 -0.22
H -2.7607 2.0940 3.3093 0.10
H -3.8892 1.1197 4.2672 0.09
H -0.8602 0.8217 4.1738 0.12
H -1.8666 0.9600 5.6218 0.10
H -2.7876 -1.2448 5.3052 0.11
H -1.1478 -1.5042 4.6645 0.11
H -2.2833 0.2434 1.8185 0.06
H -3.9886 -0.0865 2.1781 0.11
C -3.5858 -3.1051 -5.9228 -0.17
C -4.2105 -1.8284 -5.3663 -0.17
C -4.4303 -2.2047 -3.9067 -0.21
O -3.3935 -3.1217 -3.5690 -0.15
C -2.7210 -3.5553 -4.7520 -0.20
H -3.0110 -2.9514 -6.8355 0.11
H -4.3637 -3.8458 -6.1286 0.11
H -3.4992 -1.0027 -5.4377 0.12
H -5.1308 -1.5314 -5.8691 0.11
H -5.3987 -2.6999 -3.7635 0.11
H -4.3783 -1.3459 -3.2354 0.11
H -1.7327 -3.0858 -4.7825 0.11
H -2.5879 -4.6375 -4.7094 0.12
C 2.8880 2.5536 -6.0098 -0.17
C 3.3496 1.2677 -6.6889 -0.17
C 2.5097 0.2260 -5.9621 -0.20
O 1.2835 0.8702 -5.6121 -0.14
C 1.4050 2.2785 -5.7953 -0.20
H 3.0695 3.4537 -6.5988 0.11
H 3.3938 2.6639 -5.0469 0.10
H 3.0950 1.2878 -7.7524 0.11
H 4.4192 1.0828 -6.5986 0.11
H 3.0016 -0.1104 -5.0437 0.11
H 2.2923 -0.6482 -6.5778 0.12
H 0.8171 2.5710 -6.6750 0.11
H 0.9965 2.7897 -4.9219 0.11
C -6.7983 1.1508 7.6582 -0.17
C -5.8045 1.9573 8.4894 -0.17
C -4.4954 1.2437 8.1780 -0.21
O -4.6171 0.7402 6.8495 -0.15
C -5.9745 0.8369 6.4163 -0.21
H -7.7180 1.6874 7.4292 0.11
H -7.0620 0.2278 8.1800 0.11
H -5.7662 2.9884 8.1305 0.11
H -6.0325 1.9756 9.5546 0.11
H -4.3309 0.4002 8.8588 0.12
H -3.6285 1.9041 8.2305 0.12
H -6.0486 1.6411 5.6762 0.12
H -6.2626 -0.0993 5.9379 0.12
C 1.5198 0.0906 8.9216 -0.17
C 1.0357 -1.3569 8.9080 -0.17
C -0.0580 -1.3041 7.8487 -0.20
O 0.3357 -0.2989 6.9167 -0.15
C 1.4205 0.4598 7.4468 -0.20
H 2.5257 0.2153 9.3210 0.11
H 0.8386 0.7081 9.5124 0.11
H 1.8424 -2.0186 8.5844 0.11
H 0.6724 -1.7093 9.8727 0.11
H -1.0224 -1.0186 8.2851 0.12
H -0.1860 -2.2492 7.3201 0.12
H 2.3343 0.1888 6.9069 0.12
H 1.2262 1.5209 7.2850 0.12
C 6.0846 5.3464 -3.2797 -0.17
C 5.9724 4.9764 -1.8033 -0.17
C 4.9710 3.8304 -1.8526 -0.20
O 5.1655 3.1740 -3.1075 -0.15
C 5.9911 3.9805 -3.9468 -0.21
H 7.0004 5.8792 -3.5338 0.11
H 5.2349 5.9667 -3.5744 0.11
H 6.9359 4.6208 -1.4298 0.11
H 5.6429 5.7974 -1.1682 0.11
H 3.9398 4.1958 -1.8112 0.11
H 5.1133 3.1092 -1.0477 0.12
H 6.9756 3.5050 -4.0229 0.12
H 5.5500 4.0290 -4.9439 0.11
```

Computed properties:
E_LUMO, eV: 2.2
Largest force on an atom, eV Å⁻¹: 1.30
2S+1: 1
Total energy, Eh: -2482.556037
Total charge: -1
Energy relative to the best compared isomer or geometry (same formula, charge and spin), kcal/mol: 0.0
M, g mol⁻¹: 724.88